1.
C22H28CaF6NO22S2 | wB97M-V/def2-TZVPD

Structure (XYZ):
```
82
Properties=species:S:1:pos:R:3:forces:R:3
Ca 0.045 -0.181 0.980 0.12 0.40 -1.08
C 1.166 -2.750 4.083 -0.11 0.26 -0.40
F 0.013 -2.523 4.693 -0.01 0.03 0.16
F 1.965 -3.433 4.884 0.08 -0.19 0.03
F 0.904 -3.471 2.986 0.14 -0.11 0.04
S 2.028 -1.169 3.572 -0.85 0.04 -0.83
O 2.773 -0.767 4.711 -0.08 0.34 0.21
O 2.726 -1.466 2.362 -0.05 -0.09 -0.27
N 0.714 -0.202 3.133 1.73 -0.72 2.42
S 0.426 0.773 4.403 0.29 0.86 0.76
O 0.335 0.107 5.662 -0.45 -0.34 0.01
O 1.237 1.950 4.349 -0.30 0.17 -0.27
C -1.307 1.304 4.051 0.28 -0.26 -0.65
F -1.730 2.145 4.975 -0.03 -0.06 0.09
F -1.346 1.926 2.854 -0.08 0.00 0.13
F -2.119 0.247 3.977 -0.05 0.19 0.20
C -2.238 -3.100 -3.546 -0.16 -0.87 0.30
C -0.918 -2.569 -4.083 -0.38 -0.13 -0.51
O -0.650 -1.464 -3.222 0.19 -0.02 0.26
C -1.320 -1.651 -2.061 0.07 0.08 -0.19
O -1.135 -1.018 -1.070 -0.09 -0.20 -0.14
O -2.230 -2.623 -2.186 -0.18 0.05 -0.18
H -2.289 -4.188 -3.490 0.26 0.05 -0.05
H -3.144 -2.805 -4.076 0.13 0.57 0.14
H -0.983 -2.217 -5.110 -0.01 0.08 0.05
H -0.135 -3.324 -4.018 0.15 0.15 0.20
C -4.094 3.433 -0.619 -0.50 0.24 -0.85
C -2.894 3.767 -1.503 -0.06 0.72 -0.25
O -1.846 2.975 -0.948 -0.10 -0.29 0.09
C -2.390 2.044 -0.146 0.22 0.20 -0.10
O -1.764 1.171 0.373 -0.13 0.00 0.05
O -3.705 2.214 0.000 0.21 -0.13 0.34
H -4.981 3.230 -1.215 -0.03 0.02 0.05
H -4.347 4.205 0.104 0.24 -0.15 0.28
H -2.589 4.812 -1.480 -0.05 -0.04 0.26
H -3.054 3.530 -2.556 0.08 -0.38 0.11
C 3.625 -3.712 -1.442 -0.36 -0.70 -0.05
C 2.370 -4.020 -2.301 0.67 0.61 0.36
O 1.339 -3.264 -1.654 -0.03 -0.18 0.35
C 1.821 -2.734 -0.497 -0.04 -0.08 -0.56
O 1.121 -2.245 0.334 -0.43 0.32 -0.20
O 3.137 -2.823 -0.437 0.28 -0.02 0.10
H 4.439 -3.275 -2.010 -0.04 0.32 0.12
H 3.986 -4.608 -0.939 0.08 0.05 -0.01
H 2.107 -5.072 -2.268 -0.05 -0.04 -0.25
H 2.518 -3.631 -3.305 -0.29 -0.23 -0.14
C -3.879 -4.021 1.007 -0.72 -0.28 0.77
C -2.995 -4.709 2.046 -0.03 -0.37 -0.67
O -1.882 -3.811 2.143 -0.22 0.09 0.16
C -2.275 -2.610 1.712 -0.16 -0.33 -0.30
O -1.601 -1.626 1.778 -0.01 0.19 0.08
O -3.502 -2.652 1.162 0.44 0.21 -0.09
H -4.930 -4.119 1.279 0.02 0.10 -0.11
H -3.761 -4.352 -0.022 0.36 0.11 -0.04
H -2.631 -5.678 1.715 0.07 0.01 0.07
H -3.500 -4.817 3.003 0.16 0.17 0.12
C 2.956 -0.637 -4.785 0.25 -0.07 -1.36
C 2.808 0.609 -3.969 -1.10 -0.63 0.67
C 1.544 1.437 -4.298 0.70 0.44 0.14
O 0.825 1.508 -3.068 0.00 -0.03 0.13
C 1.450 0.790 -2.121 -0.37 0.27 -0.42
O 1.057 0.716 -0.997 0.11 -0.28 0.14
O 2.523 0.179 -2.601 0.54 0.09 -0.01
H 3.708 -1.328 -4.412 0.03 0.11 0.22
H 3.255 -0.376 -5.810 0.14 0.07 0.20
H 2.011 -1.165 -4.935 -0.09 0.05 0.46
H 3.693 1.237 -3.938 0.16 -0.11 -0.01
H 0.913 1.004 -5.069 -0.02 -0.09 0.00
H 1.846 2.450 -4.560 -0.26 0.01 -0.20
C 0.926 6.113 3.603 -0.15 0.73 0.22
C 0.610 5.503 2.265 0.58 -1.26 0.28
C 1.652 5.674 1.153 -0.39 1.00 -0.31
O 1.869 4.367 0.641 0.01 -0.23 0.09
C 1.267 3.457 1.447 0.41 0.47 0.14
O 1.316 2.282 1.250 -0.27 -0.49 -0.13
O 0.676 4.052 2.475 -0.58 0.21 -0.31
H 1.147 7.181 3.514 0.01 -0.07 -0.10
H 1.778 5.620 4.066 0.11 -0.06 -0.19
H 0.092 6.028 4.299 -0.07 -0.13 -0.12
H -0.398 5.703 1.902 -0.01 0.21 0.10
H 2.568 6.169 1.483 0.18 -0.52 0.21
H 1.272 6.295 0.338 -0.08 -0.11 0.03
```
Positions in Å, forces in eV/Å.

Summary:
ΔE to the lowest compared entry with this formula, charge and spin ... 0.000 eV
Net charge ... +1

---

2.
C22H28F6MgNO7PS5 | wB97M-V/def2-TZVPD

Structure (XYZ):
```
71
Properties=species:S:1:pos:R:3:forces:R:3
Mg 0.140 1.054 -0.269 -1.00 -1.02 1.28
F -1.943 4.932 -2.400 -0.13 0.18 -0.02
C -1.132 4.124 -3.059 0.06 -0.40 -0.07
F -0.347 4.813 -3.866 -0.02 0.17 -0.15
F -1.844 3.246 -3.760 -0.05 0.13 -0.05
S -0.106 3.241 -1.828 0.48 0.22 -0.02
O -1.091 2.501 -1.021 0.64 0.48 -0.66
O 0.715 4.203 -1.151 -0.47 -0.15 -0.14
N 0.724 2.265 -2.789 0.22 0.15 0.50
S 2.099 1.641 -2.268 -0.09 0.05 0.12
O 1.984 1.143 -0.879 0.47 0.46 -1.23
O 2.641 0.744 -3.238 -0.35 0.12 0.04
C 3.352 3.029 -2.149 -0.04 -0.38 0.00
F 2.988 4.028 -2.934 0.05 0.15 -0.07
F 4.506 2.529 -2.578 0.14 0.13 0.02
F 3.490 3.436 -0.905 0.00 0.15 0.07
C -1.398 2.745 4.744 0.04 0.07 0.09
C -1.533 1.268 4.431 0.19 0.10 -0.32
C -2.633 0.984 3.425 0.04 -0.09 0.03
O -0.241 0.724 4.031 -0.15 0.00 0.06
P 0.466 0.697 2.598 0.15 -0.36 0.39
S -0.307 -0.690 1.377 0.15 0.28 0.28
S 0.539 2.505 1.774 -0.01 -0.09 0.03
O 1.886 0.102 3.000 0.13 0.16 0.07
C 2.854 0.522 4.010 -0.40 0.09 0.00
C 2.460 -0.048 5.359 -0.01 -0.07 0.01
C 3.066 2.023 4.051 -0.05 0.00 -0.11
H -2.292 3.082 5.277 0.06 0.00 -0.05
H -1.285 3.330 3.832 -0.01 -0.01 0.02
H -0.527 2.924 5.381 -0.10 -0.02 -0.03
H -1.740 0.727 5.349 -0.02 -0.13 0.15
H -2.459 1.531 2.498 -0.01 0.04 -0.03
H -3.589 1.305 3.849 0.06 -0.01 -0.03
H -2.684 -0.079 3.187 -0.01 0.04 0.04
H 3.765 0.039 3.669 0.13 -0.06 -0.07
H 1.574 0.454 5.747 0.05 -0.01 0.00
H 3.285 0.084 6.065 -0.05 0.00 -0.03
H 2.242 -1.114 5.271 0.03 0.05 0.02
H 2.165 2.538 4.391 0.05 -0.02 0.02
H 3.323 2.413 3.066 0.01 -0.01 0.05
H 3.880 2.245 4.746 -0.05 -0.02 -0.02
O -0.493 -0.158 -1.703 -0.35 -0.49 -0.33
S -1.361 -0.239 -2.944 0.51 0.31 0.20
C -0.209 -0.809 -4.233 -0.07 -0.19 0.09
C 0.440 -2.137 -3.958 -0.09 0.00 0.02
C 0.146 -3.234 -4.767 -0.03 -0.02 0.01
C 0.734 -4.470 -4.528 0.02 0.03 0.04
C 1.625 -4.619 -3.473 -0.07 0.03 0.00
C 1.913 -3.533 -2.654 -0.02 0.00 -0.03
C 1.326 -2.298 -2.893 0.07 0.03 0.02
C -2.415 -1.723 -2.757 -0.09 0.03 0.06
C -2.515 -2.200 -1.338 -0.02 0.03 0.07
C -1.813 -3.329 -0.932 0.06 -0.01 0.02
C -1.939 -3.799 0.370 -0.04 0.01 -0.01
C -2.771 -3.146 1.269 -0.03 -0.02 -0.03
C -3.465 -2.010 0.871 -0.04 -0.04 -0.05
C -3.328 -1.533 -0.424 -0.04 -0.05 -0.01
H 0.524 -0.004 -4.284 -0.06 0.05 -0.04
H -0.802 -0.816 -5.151 0.08 -0.02 -0.04
H -0.546 -3.118 -5.596 0.06 -0.01 0.04
H 0.498 -5.313 -5.167 0.02 0.05 0.02
H 2.095 -5.579 -3.290 -0.04 0.05 0.00
H 2.605 -3.643 -1.827 -0.05 0.01 -0.05
H 1.559 -1.458 -2.251 -0.01 -0.10 -0.09
H -2.011 -2.494 -3.406 0.01 -0.11 -0.02
H -3.388 -1.402 -3.132 0.03 -0.03 -0.03
H -1.167 -3.843 -1.640 -0.04 0.05 0.07
H -1.386 -4.679 0.680 -0.03 0.07 -0.02
H -2.874 -3.517 2.283 0.03 0.04 -0.09
H -4.118 -1.496 1.568 0.09 -0.02 -0.05
H -3.862 -0.637 -0.729 0.01 -0.07 0.01
```
Positions in Å, forces in eV/Å.

Summary:
Net charge ... 0

---

3.
C22H28GeN3O3RhS | wB97M-V/def2-TZVPD

Structure (XYZ):
```
59
Properties=species:S:1:pos:R:3:forces:R:3
Rh 0.552 0.883 -0.875 0.18 -0.44 -0.37
C 2.913 -6.541 -2.252 0.00 0.00 0.00
O 1.987 -5.478 -2.362 0.03 0.02 0.01
C 2.307 -4.290 -1.773 -0.07 -0.02 -0.03
C 3.488 -4.099 -1.022 -0.01 0.07 0.01
C 3.698 -2.860 -0.475 0.03 -0.09 -0.01
C 2.805 -1.778 -0.608 0.05 0.11 0.04
C 3.151 -0.515 0.006 -0.02 -0.02 -0.04
C 4.448 -0.389 0.785 -0.01 -0.01 -0.05
O 2.472 0.521 -0.047 -0.18 0.19 0.09
C 1.599 -1.976 -1.376 -0.04 -0.03 0.04
O 0.690 -1.107 -1.561 0.00 0.09 0.07
C 1.409 -3.271 -1.941 0.01 0.00 -0.02
H 2.482 -7.374 -2.801 0.00 0.00 0.00
H 3.063 -6.837 -1.210 0.00 0.00 0.00
H 3.878 -6.280 -2.694 0.00 0.00 0.00
H 4.214 -4.885 -0.886 0.01 0.01 0.01
H 4.611 -2.715 0.086 0.00 0.00 0.02
H 4.496 -1.106 1.605 0.00 -0.01 -0.01
H 4.502 0.619 1.186 -0.01 0.01 -0.01
H 5.308 -0.564 0.136 0.00 0.00 0.02
H 0.517 -3.434 -2.532 0.00 0.00 0.00
C -3.867 3.553 -1.489 0.00 -0.03 0.02
N -3.765 2.269 -0.809 -0.03 0.08 -0.03
C -4.763 1.642 -0.099 -0.03 -0.01 0.02
C -4.239 0.493 0.381 -0.01 0.02 0.04
N -2.927 0.441 -0.037 0.09 -0.10 0.03
C -2.645 1.535 -0.762 0.15 0.03 -0.06
S -1.172 1.884 -1.696 -0.12 -0.03 0.09
C -2.003 -0.606 0.356 0.13 0.04 0.07
C -2.152 -1.866 -0.185 -0.02 0.04 0.00
C -1.276 -2.845 0.256 0.03 -0.04 -0.03
C -0.314 -2.509 1.192 0.05 -0.04 -0.01
C -0.261 -1.205 1.655 -0.02 0.07 0.03
N -1.100 -0.254 1.253 -0.31 -0.14 0.05
H -4.860 3.955 -1.311 0.00 0.00 -0.01
H -3.701 3.421 -2.556 0.00 0.00 0.00
H -3.117 4.235 -1.095 0.00 0.00 0.01
H -5.742 2.071 0.013 0.00 0.00 -0.01
H -4.664 -0.278 0.997 0.00 0.00 0.00
H -2.902 -2.064 -0.938 0.00 0.01 0.00
H -1.324 -3.846 -0.150 0.00 0.00 0.00
H 0.407 -3.237 1.537 -0.01 0.00 0.00
H 0.488 -0.896 2.376 0.01 -0.02 0.00
C -0.873 5.524 0.917 -0.02 0.04 0.01
Ge -0.589 3.590 1.144 0.15 -0.04 0.01
C -2.153 2.913 2.111 -0.06 -0.01 -0.01
C 0.979 3.311 2.278 -0.02 0.00 0.00
C -0.113 2.800 -0.574 0.06 0.23 -0.06
H -1.011 6.013 1.884 0.01 0.00 0.00
H -1.757 5.729 0.310 0.00 0.00 0.00
H -0.014 5.980 0.422 0.00 0.00 0.00
H -2.170 3.410 3.083 0.00 -0.01 0.00
H -2.075 1.839 2.270 0.00 -0.01 0.01
H -3.098 3.142 1.615 0.01 0.00 0.00
H 0.835 3.743 3.270 0.00 0.00 0.00
H 1.861 3.762 1.822 0.00 0.00 -0.01
H 1.162 2.241 2.371 0.00 0.00 -0.01
H 0.321 3.588 -1.200 0.02 0.04 0.07
```
Positions in Å, forces in eV/Å.

Summary:
ΔE to the lowest compared entry with this formula, charge and spin ... 3.123 eV
Net charge ... 0

---

no.,HOMO energy (eV),E_LUMO (eV)
1,-11.2979,-2.03
2,-8.2296,0.28
3,-5.9537,0.34